83
Properties=species:S:1:pos:R:3 method="wB97M-V/def2-TZVPD" homo_energy_ev="-14.520 / -14.520" mol_weight_g_mol=787.861 e_lumo_ev="-9.1 / -9.1" largest_force_ev_per_a=2.1 charge=+2 e_tot_ev=-193632.1359
V 0.3420 0.0780 -0.0239
C 1.5828 3.6269 6.8187
C 0.1651 3.3796 6.2823
C -0.6037 4.7080 6.2166
C -0.5648 2.4390 7.2386
C 0.2650 2.8008 4.8734
C -0.2622 1.5558 4.5411
C -0.1262 1.0819 3.2471
Se -0.8388 -0.6107 2.7282
C 0.7591 -1.6444 2.8767
C 1.1889 -2.1603 4.0880
C 2.3900 -2.8653 4.1401
C 3.1242 -3.0223 2.9580
C 2.7279 -2.5421 1.7126
C 1.5100 -1.8761 1.7415
O 0.9624 -1.3602 0.5573
C 3.5632 -2.7201 0.4432
C 4.8673 -3.4618 0.7454
C 2.7883 -3.5435 -0.5946
C 3.9429 -1.3428 -0.1231
C 2.9298 -3.4656 5.4356
C 4.3235 -2.8858 5.7158
C 3.0243 -4.9878 5.2660
C 2.0225 -3.1574 6.6257
C 0.4876 1.8826 2.2982
O 0.4777 1.3721 1.0073
C 1.0420 3.1302 2.5518
C 0.9069 3.5398 3.8762
C 1.7216 3.9872 1.4814
C 0.7065 4.3772 0.3974
C 2.9104 3.2253 0.8767
C 2.2683 5.2818 2.0880
H 1.5259 4.0227 7.8328
H 2.1590 2.7006 6.8513
H 2.1298 4.3518 6.2154
H -0.6984 5.1210 7.2210
H -0.0916 5.4502 5.6038
H -1.6077 4.5656 5.8138
H -0.6073 2.8976 8.2257
H -1.5935 2.2479 6.9263
H -0.0487 1.4827 7.3498
H -0.7580 0.9554 5.2902
H 0.6030 -1.9982 4.9810
H 4.0591 -3.5590 3.0176
H 4.6845 -4.4617 1.1402
H 5.4308 -3.5753 -0.1800
H 5.4992 -2.9188 1.4495
H 2.5413 -4.5302 -0.2008
H 1.8580 -3.0714 -0.9104
H 3.4063 -3.6852 -1.4820
H 4.4834 -0.7441 0.6115
H 4.5841 -1.4622 -0.9967
H 3.0737 -0.7605 -0.4540
H 5.0425 -3.1460 4.9385
H 4.2916 -1.7983 5.8018
H 4.7033 -3.2855 6.6561
H 3.7034 -5.2683 4.4600
H 3.4033 -5.4367 6.1844
H 2.0478 -5.4264 5.0551
H 1.9266 -2.0835 6.8014
H 1.0248 -3.5837 6.5041
H 2.4525 -3.5937 7.5265
H 1.3129 4.5022 4.1496
H 0.2979 3.5209 -0.1401
H -0.1289 4.9312 0.8271
H 1.1900 5.0231 -0.3361
H 2.6089 2.3451 0.3031
H 3.4547 3.8761 0.1921
H 3.6061 2.9015 1.6521
H 1.4797 5.9014 2.5164
H 3.0199 5.0912 2.8554
H 2.7454 5.8642 1.3004
Cl 0.3480 -0.6865 -2.3542
C -1.3807 -0.5151 -1.8832
C -1.5287 0.0433 -0.6337
C -2.8108 0.3794 -0.2141
Cl -3.0506 1.1872 1.2784
C -3.8944 0.0725 -1.0392
Cl -5.4787 0.4373 -0.5368
C -3.6928 -0.5396 -2.2954
Cl -5.0135 -0.9247 -3.2818
C -2.3972 -0.8235 -2.7572
Cl -2.0734 -1.4962 -4.2839

=====

12
Properties=species:S:1:pos:R:3 method="wB97M-V/def2-TZVPD" homo_energy_ev=-9.856 mol_weight_g_mol=99.089 e_lumo_ev=0.1 smiles="O=C[C@H]1CN1C=O" largest_force_ev_per_a=1.5 e_tot_ev=-9811.1660
O 0.6511 1.1330 -1.5478
C -0.4552 1.2417 -1.0706
C -0.7594 0.6878 0.2591
C -0.7250 -0.6757 0.8197
N 0.5520 -0.0614 0.7741
C 1.4653 -0.8482 -0.0457
O 1.2751 -2.0272 -0.2407
H -1.2098 1.8826 -1.5577
H -1.4605 1.3416 0.8200
H -0.8939 -1.5576 0.2255
H -1.0813 -0.6673 1.8423
H 2.4178 -0.3819 -0.3319